(1)
This record from the OMol25 dataset describes a molecular structure, C21H26Cl2N2OPReSi. The level of theory is ωB97M-V with the def2-TZVPD basis set.

Summary:
LUMO energy (spin up / spin down) = -11.75 / -11.52 eV
total charge = +3
2S+1 = 2

Last column: Löwdin spin population.
Atoms and positions in Å:
Re -0.010 -0.125 0.342  0.698
N -1.548 -2.767 0.876  -0.003
P -2.066 -1.280 0.191  0.013
C -3.518 -0.720 1.031  0.004
C -3.554 0.415 1.842  0.000
C -4.740 0.770 2.463  0.000
C -5.879 -0.005 2.284  0.000
C -5.847 -1.134 1.472  0.000
C -4.674 -1.489 0.832  0.001
C -2.414 -1.624 -1.521  0.009
C -3.079 -0.631 -2.252  0.001
C -3.332 -0.831 -3.598  0.001
C -2.933 -2.015 -4.213  0.004
C -2.276 -3.001 -3.488  0.000
C -2.008 -2.810 -2.140  0.003
C -0.292 -2.890 1.354  -0.001
C 0.159 -4.047 2.000  0.000
C 1.455 -4.115 2.433  -0.001
C 2.338 -3.028 2.234  0.000
C 1.868 -1.923 1.619  0.002
N 0.557 -1.822 1.161  -0.004
H -2.203 -3.508 1.097  0.000
H -2.676 1.025 1.980  0.000
H -4.782 1.655 3.084  0.000
H -6.803 0.277 2.772  0.000
H -6.741 -1.725 1.328  0.000
H -4.669 -2.347 0.167  0.000
H -3.429 0.276 -1.769  0.000
H -3.858 -0.075 -4.165  0.000
H -3.150 -2.173 -5.261  0.000
H -1.985 -3.926 -3.968  0.000
H -1.504 -3.588 -1.581  0.000
H -0.528 -4.871 2.145  0.000
H 1.805 -5.009 2.934  0.000
H 3.364 -3.070 2.572  0.000
H 2.476 -1.044 1.453  0.000
Cl 1.943 1.375 -0.469  0.020
C 1.942 0.561 -2.058  0.014
Cl 0.526 -0.591 -2.021  0.013
H 2.856 -0.009 -2.185  0.001
H 1.745 1.291 -2.836  0.000
C -0.746 1.353 4.561  0.000
Si -0.125 2.185 3.047  0.010
C -1.153 3.574 2.419  -0.001
C 1.689 2.516 3.041  0.008
O -0.321 0.892 1.747  0.207
H -0.644 2.075 5.380  0.000
H -0.169 0.473 4.847  0.000
H -1.799 1.074 4.513  0.000
H -1.171 4.325 3.218  0.000
H -2.192 3.312 2.214  0.000
H -0.737 4.063 1.537  0.000
H 1.881 3.210 3.868  0.001
H 2.050 3.020 2.142  0.000
H 2.303 1.635 3.236  0.000


(2)
This record from the OMol25 dataset describes C21H26ClN3O3 in the gas phase at a distorted geometry. The level of theory is ωB97M-V with the def2-TZVPD basis set.

Summary:
LUMO energy = 0.73 eV

Last column: Mulliken charge in e.
Atoms and positions in Å:
C 7.244 0.867 2.132  -1.757
C 6.291 0.316 1.120  0.774
C 5.546 -0.819 1.382  -0.905
C 4.656 -1.331 0.442  0.483
O 3.987 -2.463 0.829  -0.449
C 3.070 -3.056 -0.050  -0.731
C 1.800 -2.277 -0.195  0.212
C 1.430 -1.022 0.187  -0.057
C 0.078 -0.921 -0.243  0.261
C -0.722 0.325 -0.103  0.610
O -0.135 1.397 -0.082  -0.722
N -2.057 0.228 0.042  -0.001
C -2.873 -0.958 -0.051  -0.493
C -3.810 -0.835 -1.270  -0.982
N -4.586 0.382 -1.302  0.182
C -5.899 0.373 -0.697  -1.203
C -6.006 0.281 0.817  0.589
C -6.005 1.519 1.663  -0.743
C -7.272 0.743 1.476  -0.725
C -3.755 1.545 -1.097  -1.008
C -2.846 1.439 0.138  -0.671
N -0.291 -2.030 -0.834  -0.433
O 0.765 -2.877 -0.809  -0.287
C 4.511 -0.694 -0.782  -0.164
C 5.244 0.450 -1.075  0.199
C 5.079 1.146 -2.388  -1.880
C 6.125 0.936 -0.117  0.825
Cl 7.046 2.362 -0.470  -0.249
H 7.248 0.255 3.029  0.355
H 6.963 1.885 2.399  0.362
H 8.252 0.902 1.722  0.382
H 5.641 -1.331 2.326  0.370
H 2.837 -4.032 0.388  0.417
H 3.516 -3.229 -1.042  0.375
H 1.999 -0.270 0.689  0.548
H -2.245 -1.839 -0.171  0.631
H -3.457 -1.042 0.872  0.085
H -4.484 -1.692 -1.302  0.385
H -3.184 -0.852 -2.170  0.383
H -6.404 1.287 -1.026  0.464
H -6.438 -0.476 -1.134  0.295
H -5.548 -0.605 1.240  0.240
H -5.524 1.489 2.630  0.302
H -5.922 2.475 1.169  0.244
H -7.658 0.176 2.309  0.272
H -8.041 1.170 0.851  0.256
H -4.386 2.431 -1.020  0.413
H -3.114 1.652 -1.981  0.382
H -2.162 2.287 0.185  0.448
H -3.446 1.399 1.051  0.292
H 3.819 -1.059 -1.525  0.266
H 6.036 1.217 -2.903  0.406
H 4.714 2.160 -2.230  0.384
H 4.374 0.616 -3.022  0.364


(3)
This record from the OMol25 dataset describes a gas-phase ion, C21H26F3N2O2 (charge +1) at a distorted geometry. The level of theory is ωB97M-V with the def2-TZVPD basis set.

Summary:
LUMO energy = -2.32 eV
total charge = +1

Last column: Mulliken charge in e.
Atoms and positions in Å:
C 6.496 0.338 2.879  -0.871
O 5.134 0.542 3.192  -0.439
C 4.286 0.929 2.225  0.373
C 4.628 1.129 0.887  -0.748
C 3.657 1.538 -0.005  -0.733
C 2.344 1.747 0.391  0.341
C 1.305 2.212 -0.583  -1.431
N 0.720 1.073 -1.363  0.152
C -0.239 1.539 -2.390  -0.403
C -0.758 0.338 -3.200  -1.079
N -1.375 -0.672 -2.379  0.204
C -2.728 -0.366 -1.930  -0.808
C -3.394 -1.615 -1.408  0.230
C -3.403 -2.740 -2.225  -0.545
C -4.013 -3.913 -1.820  -0.663
C -4.634 -3.980 -0.583  -0.536
C -4.633 -2.875 0.247  -0.828
C -4.013 -1.698 -0.159  0.475
C -4.021 -0.522 0.778  0.706
F -4.634 -0.760 1.933  -0.291
F -4.598 0.574 0.251  -0.263
F -2.757 -0.129 1.106  -0.204
C -0.470 -1.095 -1.337  -1.364
C 0.074 0.066 -0.490  -0.578
C 1.995 1.535 1.739  0.763
O 0.688 1.738 2.049  -0.337
C 0.280 1.612 3.398  -1.055
C 2.965 1.134 2.637  -0.377
H 6.622 -0.468 2.151  0.356
H 6.960 1.253 2.502  0.360
H 6.970 0.053 3.817  0.259
H 5.637 0.984 0.542  0.435
H 3.934 1.715 -1.034  0.453
H 0.490 2.697 -0.045  0.461
H 1.739 2.912 -1.301  0.597
H 1.496 0.601 -1.843  0.485
H -1.064 2.039 -1.879  0.338
H 0.252 2.257 -3.048  0.430
H 0.080 -0.126 -3.733  0.365
H -1.473 0.691 -3.944  0.486
H -2.754 0.443 -1.192  0.515
H -3.291 -0.029 -2.806  0.459
H -2.920 -2.678 -3.187  0.447
H -4.011 -4.772 -2.472  0.418
H -5.119 -4.888 -0.264  0.415
H -5.114 -2.920 1.211  0.513
H 0.365 -1.624 -1.810  0.363
H -0.984 -1.799 -0.683  0.470
H -0.725 0.557 0.066  0.588
H 0.808 -0.305 0.225  0.484
H 0.806 2.322 4.040  0.418
H -0.785 1.838 3.401  0.269
H 0.435 0.595 3.766  0.391
H 2.745 0.972 3.679  0.532


(4)
This record from the OMol25 dataset describes C21H26F3NO5 in the gas phase. The level of theory is ωB97M-V with the def2-TZVPD basis set.

Summary:
LUMO energy = 0.69 eV

Last column: Mulliken charge in e.
Atoms and positions in Å:
O -4.416 -1.235 -1.594  -0.671
C -3.555 -0.720 -0.907  0.481
C -2.290 -1.453 -0.547  0.614
C -1.441 -1.872 -1.481  -1.153
C -0.192 -2.629 -1.145  0.308
C 1.054 -1.770 -1.212  0.093
C 0.994 -0.394 -1.378  0.078
C 2.145 0.370 -1.431  -0.730
C 3.380 -0.250 -1.319  0.448
C 4.654 0.537 -1.367  0.810
F 5.510 0.065 -2.296  -0.286
F 4.484 1.836 -1.644  -0.304
F 5.333 0.492 -0.201  -0.254
C 3.461 -1.628 -1.157  -1.176
C 2.302 -2.378 -1.108  -0.636
C -0.374 -3.244 0.251  -1.202
C -0.911 -2.193 1.221  -0.180
O 0.041 -1.186 1.360  -0.083
C -0.106 -0.379 2.518  -0.802
C 0.845 0.805 2.411  -0.463
C 2.303 0.354 2.361  -0.087
C 3.247 1.534 2.153  -0.752
O 2.946 2.151 0.918  -0.475
O -2.153 -1.663 0.801  -0.426
N -3.658 0.533 -0.415  0.074
C -2.585 1.300 0.176  0.868
C -2.241 2.473 -0.753  -0.736
O -3.372 3.270 -1.010  -0.421
C -4.400 2.515 -1.614  -0.526
C -4.821 1.342 -0.724  -0.785
H -1.650 -1.659 -2.517  0.463
H -0.067 -3.447 -1.865  0.687
H 0.034 0.092 -1.463  0.319
H 2.087 1.441 -1.544  0.401
H 4.427 -2.104 -1.074  0.418
H 2.370 -3.449 -0.993  0.495
H -1.100 -4.057 0.199  0.431
H 0.568 -3.623 0.643  0.546
H -1.132 -2.651 2.201  0.406
H -1.144 -0.031 2.603  0.393
H 0.128 -0.983 3.408  0.431
H 0.683 1.463 3.267  0.481
H 0.628 1.359 1.498  0.132
H 2.573 -0.152 3.289  0.359
H 2.420 -0.344 1.533  -0.092
H 4.284 1.172 2.158  0.329
H 3.127 2.257 2.974  0.399
H 3.633 2.793 0.713  0.297
H -1.704 0.681 0.328  -0.847
H -2.924 1.693 1.142  0.169
H -1.502 3.127 -0.289  0.305
H -1.837 2.079 -1.700  0.427
H -5.233 3.203 -1.768  0.357
H -4.060 2.129 -2.587  0.313
H -5.548 0.709 -1.234  0.447
H -5.245 1.722 0.211  0.306


(5)
This record from the OMol25 dataset describes C21H26FN3O2 in the gas phase. The level of theory is ωB97M-V with the def2-TZVPD basis set.

Summary:
LUMO energy = 0.70 eV

Last column: Mulliken charge in e.
Atoms and positions in Å:
C -5.260 -0.366 2.442  -1.279
C -5.597 -0.016 0.997  -0.465
C -5.026 -1.050 0.021  0.554
C -5.397 -0.769 -1.445  -0.406
C -6.829 -1.180 -1.767  -1.405
C -3.516 -1.196 0.166  0.038
O -3.030 -2.283 0.405  -0.649
C -2.655 -0.021 0.009  0.798
C -2.908 1.258 -0.466  -0.599
N -1.767 1.959 -0.408  0.042
C -0.749 1.187 0.086  0.040
C 0.530 1.882 0.310  0.501
O 0.521 3.107 0.405  -0.725
N 1.668 1.164 0.442  0.005
C 1.885 -0.193 0.000  -0.164
C 2.913 -0.194 -1.148  -1.498
N 4.141 0.479 -0.798  0.134
C 5.267 -0.185 -0.348  0.485
C 6.512 0.463 -0.393  -0.494
C 7.679 -0.158 -0.004  -0.695
C 7.668 -1.472 0.437  -0.433
C 6.463 -2.146 0.484  -0.618
C 5.298 -1.509 0.108  0.585
F 4.150 -2.236 0.223  -0.324
C 3.879 1.841 -0.388  -0.838
C 2.893 1.854 0.789  -0.995
C -1.281 -0.051 0.362  -1.268
H -5.702 0.358 3.123  0.411
H -4.183 -0.370 2.593  0.271
H -5.641 -1.354 2.694  0.335
H -5.207 0.975 0.768  0.192
H -6.682 0.016 0.880  0.406
H -5.435 -2.032 0.285  0.472
H -4.716 -1.328 -2.092  0.429
H -5.270 0.291 -1.668  0.128
H -7.541 -0.624 -1.161  0.317
H -7.049 -0.986 -2.814  0.403
H -6.973 -2.242 -1.579  0.338
H -3.802 1.696 -0.861  0.423
H -1.629 2.933 -0.634  0.252
H 0.957 -0.627 -0.362  0.490
H 2.262 -0.791 0.837  0.143
H 3.113 -1.213 -1.472  0.468
H 2.479 0.353 -1.995  0.420
H 6.556 1.474 -0.765  0.433
H 8.610 0.385 -0.058  0.378
H 8.579 -1.963 0.737  0.379
H 6.401 -3.167 0.827  0.435
H 4.799 2.339 -0.087  0.416
H 3.441 2.385 -1.233  0.317
H 2.636 2.878 1.061  0.522
H 3.348 1.346 1.647  0.302
H -0.804 -0.900 0.807  0.592


(6)
This record from the OMol25 dataset describes a molecular structure, C21H26GeN4O11Sr. The level of theory is ωB97M-V with the def2-TZVPD basis set.

Summary:
LUMO energy = -0.99 eV

Last column: Mulliken charge in e.
Atoms and positions in Å:
Sr -0.601 1.712 1.569  2.089
O 3.639 -0.562 1.322  -0.606
C 2.743 0.188 1.629  -0.042
O 1.533 0.101 1.042  0.216
C 2.873 1.326 2.577  0.728
C 4.071 2.004 2.641  -0.408
C 4.156 3.199 3.346  -0.407
C 3.034 3.789 3.900  -0.458
C 1.844 3.103 3.821  -0.013
C 1.733 1.771 3.321  0.261
O 0.693 1.064 3.488  -0.942
N 0.616 3.783 4.184  0.931
O -0.371 3.572 3.464  -0.654
O 0.604 4.556 5.105  -0.554
N 5.433 3.903 3.416  1.035
O 6.393 3.382 2.884  -0.619
O 5.458 4.967 4.005  -0.629
H 4.937 1.626 2.115  0.583
H 3.090 4.771 4.346  0.576
C -4.613 0.057 0.982  -1.417
C -3.930 0.864 -0.066  0.095
N -2.769 1.480 0.058  -0.154
C -2.539 2.127 -1.146  0.520
C -3.583 1.883 -1.993  -0.050
N -4.446 1.084 -1.289  0.031
C -3.950 2.232 -3.396  0.509
O -3.126 3.002 -4.054  -0.557
O -4.981 1.782 -3.844  -0.644
C -1.278 2.905 -1.401  0.570
O -1.168 3.492 -2.484  -0.837
O -0.422 2.870 -0.469  -0.840
H -3.877 -0.404 1.639  0.280
H -5.217 -0.732 0.538  0.368
H -5.266 0.685 1.590  0.352
H -5.312 0.748 -1.685  0.234
H -2.324 3.254 -3.479  0.465
C -1.602 -1.864 -4.078  -1.506
C -0.798 -1.254 -2.937  -0.210
C -1.308 -1.695 -1.570  -0.711
C -0.562 -1.026 -0.415  -0.180
Ge 1.355 -1.345 -0.146  -0.208
C 1.735 -2.953 0.879  -0.881
C 0.922 -4.200 0.506  -0.402
C 1.492 -4.990 -0.670  -0.549
C 1.570 -4.206 -1.974  -0.616
H -1.227 -1.537 -5.047  0.415
H -2.652 -1.573 -4.014  0.312
H -1.556 -2.955 -4.050  0.323
H -0.838 -0.162 -2.997  0.355
H 0.258 -1.525 -3.043  0.318
H -1.257 -2.784 -1.487  0.379
H -2.372 -1.437 -1.497  0.453
H -1.038 -1.281 0.542  0.571
H -0.668 0.054 -0.566  -0.489
H 2.239 -1.001 -1.342  0.002
H 1.518 -2.659 1.910  0.452
H 2.807 -3.150 0.838  0.444
H -0.118 -3.930 0.292  0.107
H 0.884 -4.861 1.375  0.363
H 0.876 -5.881 -0.821  0.353
H 2.490 -5.349 -0.403  0.305
H 0.597 -3.784 -2.243  -0.011
H 1.884 -4.844 -2.800  0.464
H 2.293 -3.390 -1.916  0.134


| no. | total energy (Ha) |
| --- | --- |
| 1 | -2629.1526 |
| 2 | -1665.9300 |
| 3 | -1375.1925 |
| 4 | -1546.3848 |
| 5 | -1230.4533 |
| 6 | -3970.1930 |